[1]
Computed, not measured: a molecular structure, C10H14N3OP in a non-equilibrium geometry, with the ωB97M-V functional and the def2-TZVPD basis.

Calculated values
**Multiplicity**: 1
**Gap between HOMO and LUMO**: 7.209 eV
**HOMO**: -0.605 hartree
**E_LUMO**: -0.3403 Eh
**DFT total energy**: -26384.514 eV
**Net charge**: +2
**Largest force on an atom**: 5.3 eV/A

Geometry (Å):
C -4.92223 -0.20415 0.29635
C -4.31975 1.02922 0.24424
C -4.24417 -1.41306 0.15299
C -2.97418 1.00368 0.05911
C -2.86813 -1.36087 -0.27135
C -2.24584 -0.09318 -0.25930
C 1.74527 -1.31730 -0.23001
C 1.94743 1.00046 0.25655
C 2.49780 -2.60482 -0.20296
C 2.81354 2.18212 0.64874
N 0.49634 -1.30620 -0.57227
N 2.51601 -0.14425 -0.14044
N 0.63730 1.07133 0.39932
O 0.51118 1.30681 -2.30783
P -0.33688 0.05276 -0.58712
H -5.94724 -0.22726 0.41780
H -4.91669 1.87452 0.57131
H -4.73795 -2.30249 0.18035
H -2.57669 2.01808 -0.01238
H -2.44992 -2.36995 -0.46826
H 3.06981 -2.52663 -1.12337
H 1.80155 -3.45288 -0.26879
H 3.06751 -2.70210 0.68366
H 2.48718 2.69284 1.56803
H 2.54159 2.97710 -0.03503
H 3.83242 1.79486 0.58887
H 3.40378 -0.06624 -0.57911
H 0.26026 1.92561 0.77833
H 0.38918 0.92602 -3.15498



[2]
Computed, not measured: C10H14N4O4 in the gas phase in a non-equilibrium geometry, with the ωB97M-V functional and the def2-TZVPD basis.

Calculated values
**Multiplicity**: 1
**Gap between HOMO and LUMO**: 9.746 eV
**HOMO**: -0.370 hartree
**E_LUMO**: -0.0114 Eh
**DFT total energy**: -24744.570 eV
**Net charge**: 0
**SMILES string**: O=C(Cn1cc([N+](=O)[O-])cn1)NC[C@@H]1CCCO1
**Largest force on an atom**: 1.6 eV/A

Geometry (Å):
O -1.20799 0.68302 -2.75644
C -1.15406 1.26466 -1.69925
N -0.05500 1.87172 -1.21553
H -0.05041 2.25359 -0.28203
C 1.25614 1.71603 -1.79951
H 1.74472 2.69311 -1.82164
H 1.13358 1.34212 -2.81695
C 2.09863 0.73078 -0.97836
C 1.73334 -0.74921 -1.17657
H 2.28757 -1.18701 -2.00284
C 2.08714 -1.38045 0.17807
H 1.26327 -1.96693 0.57790
C 2.37949 -0.16825 1.08339
H 3.45968 -0.05535 1.24293
O 1.88364 0.97183 0.40309
H 1.87926 -0.23201 2.04958
H 2.95979 -2.02581 0.10809
H 0.66872 -0.84241 -1.39090
H 3.16385 0.88328 -1.21605
C -2.37298 1.38501 -0.76165
N -2.36860 0.30890 0.19430
C -1.36711 -0.08972 0.98569
C -1.85896 -1.17239 1.70740
C -3.18737 -1.33807 1.25922
N -3.46410 -0.43658 0.35027
H -3.90615 -2.06689 1.57153
N -1.17010 -1.92993 2.67306
O -0.00759 -1.63346 2.88963
O -1.77120 -2.82777 3.22530
H -0.39818 0.36683 1.01403
H -2.37035 2.35184 -0.24891
H -3.28867 1.27952 -1.34685



[3]
Computed, not measured: a gas-phase ion, C10H14NO (charge +1) in a non-equilibrium geometry, with the ωB97M-V functional and the def2-TZVPD basis.

Calculated values
**Multiplicity**: 1
**Gap between HOMO and LUMO**: 8.113 eV
**HOMO**: -0.474 hartree
**E_LUMO**: -0.1756 Eh
**DFT total energy**: -14125.590 eV
**Net charge**: +1
**Largest force on an atom**: 3.9 eV/A

Geometry (Å):
C 2.52767 1.25437 -1.61635
C 2.61108 -0.02260 -2.15216
C 1.64270 1.53382 -0.57185
C 1.68193 -0.95666 -1.65416
C 0.83237 0.57950 -0.04890
C 0.72399 -0.69365 -0.61076
C 0.01309 0.90134 1.25179
C -0.10841 -1.77160 -0.28599
C -1.21554 1.68571 0.87216
C -1.57704 -1.68001 -0.13244
N -0.19426 -0.31322 1.84335
O 0.37760 -2.92071 -0.53441
H 3.31454 2.01460 -2.10177
H 3.58698 -0.41987 -2.57029
H 1.61559 2.46602 -0.13309
H 1.60771 -2.01312 -2.08802
H 0.63013 1.61645 1.76982
H -1.92412 1.85659 1.78419
H -1.92722 1.18217 0.06388
H -0.87615 2.74583 0.53049
H -2.11499 -0.98326 0.56539
H -2.04486 -2.76378 -0.17606
H -1.71397 -1.24370 -1.12183
H 0.62471 -0.73922 2.10742
H -0.96119 -0.37373 2.42027
H -0.20104 -3.68372 -0.38972



[4]
Computed, not measured: 3 unconnected molecules or ions with the total composition C10H14NO2 in a non-equilibrium geometry, with the ωB97M-V functional and the def2-TZVPD basis.

Calculated values
**Multiplicity**: 1
**Gap between HOMO and LUMO (spin up / spin down)**: 7.151 / 7.152 eV
**HOMO (spin up / spin down)**: -0.440 / -0.440 hartree
**E_LUMO (spin up / spin down)**: -0.1769 / -0.1768 Eh
**DFT total energy**: -16171.197 eV
**Net charge**: +1
**Largest force on an atom**: 3.2 eV/A

Geometry (Å):
C 1.09126 0.31927 -0.28139
C 0.26885 0.71483 -1.36171
C 0.51492 -0.01873 0.96035
C -1.09601 0.86076 -1.27944
C -1.03167 0.03903 1.16517
C -1.73502 0.51770 -0.05392
C -3.66488 -2.80139 0.15841
C 5.87872 -0.80568 -0.20852
C 6.55348 0.07040 0.52738
C -3.99001 1.40990 -0.29360
N -3.05989 0.54416 -0.08320
O -2.80966 -1.97508 -0.00215
O -3.82994 2.70134 -0.02163
H 2.18949 0.49598 -0.33134
H 0.68238 0.91450 -2.33497
H 1.16894 -0.46299 1.72047
H -1.68109 1.48225 -1.87899
H -1.12400 0.79175 1.95941
H -4.13455 -2.91114 1.17360
H 4.98327 -0.60021 -0.73959
H 6.21472 -1.74802 -0.40467
H -3.97383 -3.48718 -0.64538
H 7.33559 -0.35161 1.09654
H 6.15518 1.10079 0.51118
H -4.87315 0.96681 -0.82930
H -1.38761 -0.96921 1.50817
H -4.64552 3.20178 -0.03087



[5]
Computed, not measured: 2 unconnected molecules or ions with the total composition C10H14NO3, with the ωB97M-V functional and the def2-TZVPD basis.

Calculated values
**Multiplicity**: 1
**Gap between HOMO and LUMO**: 3.743 eV
**HOMO**: -0.086 hartree
**E_LUMO**: 0.0519 Eh
**DFT total energy**: -18227.652 eV
**Net charge**: -1
**Largest force on an atom**: 0.4 eV/A

Geometry (Å):
C -3.14452 -2.56598 0.45632
C -2.03477 -1.85157 -0.30789
C -0.98606 -1.19805 0.60007
O -1.49295 -0.60332 1.76175
C -2.32807 0.61808 1.49740
N -1.79616 1.50776 0.57138
H -2.72792 -3.31047 1.13913
H -3.73707 -1.86817 1.04461
H -3.82015 -3.08320 -0.23162
H -1.50981 -2.60743 -0.90745
H -2.43885 -1.12511 -1.01551
H -0.41206 -0.47063 0.01681
H -0.29634 -1.98152 0.94073
H -3.34238 0.25014 1.23941
H -2.39748 1.00352 2.53455
H -2.48650 1.66879 -0.15445
C 4.22987 1.09124 -1.29541
C 3.26963 1.44604 -2.14145
C 1.87024 1.68589 -1.67677
O 1.02214 2.01029 -2.47756
C 1.58750 1.51407 -0.22466
C 2.56310 1.15765 0.61078
C 3.94703 0.92030 0.15405
O 4.83767 0.59938 0.91867
H 5.25208 0.91085 -1.60554
H 3.44388 1.57942 -3.20246
H 0.54454 1.67916 0.08473
H 2.38345 1.02285 1.67038



[6]
Computed, not measured: a molecular structure, C10H14NO5S2 in a non-equilibrium geometry, with the ωB97M-V functional and the def2-TZVPD basis.

Calculated values
**Multiplicity**: 1
**Gap between HOMO and LUMO**: 8.511 eV
**HOMO**: -0.204 hartree
**E_LUMO**: 0.1089 Eh
**DFT total energy**: -43993.544 eV
**Net charge**: -1
**Largest force on an atom**: 4.3 eV/A

Geometry (Å):
C 1.75910 0.52002 3.08113
C 0.69122 -0.40165 2.35271
C -0.78401 0.09596 2.57929
S -1.24347 1.63507 1.68935
O -1.30664 2.71335 2.70327
O -0.27832 2.04668 0.66112
N -2.81098 1.37835 1.12920
S -2.89059 1.44459 -0.53484
O -2.53474 2.75289 -1.09610
O -4.30798 1.17452 -0.88129
O 1.10052 -0.50187 0.98966
C 0.40447 -1.51889 0.28408
C 0.58506 -1.19207 -1.25364
C 1.85708 -0.53695 -1.60165
C 2.13193 -0.14003 -2.99048
C 1.11129 -0.40807 -3.99713
C -0.13156 -1.07073 -3.64136
C -0.41998 -1.46918 -2.26507
H 2.77858 0.07553 2.90936
H 1.47864 0.57835 4.16105
H 1.74182 1.54214 2.60549
H 0.78655 -1.41229 2.86434
H -1.50930 -0.71256 2.31890
H -0.87977 0.32550 3.67826
H -2.18412 0.41158 -1.14166
H 0.78815 -2.55957 0.47874
H -0.70398 -1.53844 0.45690
H 2.64908 -0.30549 -0.86044
H 3.08843 0.38408 -3.21831
H 1.32406 -0.07243 -5.03992
H -0.90276 -1.28886 -4.41431
H -1.38777 -1.94955 -2.00665